Record 1
Formula: C36H62BrFGeN5O4PTi
Source: the Open Molecules 2025 dataset
Level of theory: wB97M-V/def2-TZVPD

Last column: Löwdin charge in e.
Geometry (Å):
Ti1 -1.14198 -0.09622 -0.44286  1.01
Br1 -7.59674 0.73626 -2.49523  0.78
C1 -6.61283 2.32198 -2.23697  -0.69
C2 -5.99106 2.54413 -1.01395  -0.11
C3 -5.23223 3.68609 -0.83215  -0.02
C4 -5.10124 4.60122 -1.87343  -0.27
C5 -5.79810 4.41271 -3.05900  -0.02
C6 -6.53887 3.25746 -3.25657  -0.11
N1 -4.32969 5.81375 -1.80140  0.10
N2 -3.20680 5.85922 -1.28618  0.10
C7 -2.51823 4.68022 -0.85049  -0.22
C8 -2.05742 4.63827 0.43752  0.00
C9 -1.36321 3.51644 0.93918  0.03
C10 -1.12719 2.43771 0.13699  -0.30
O1 -0.45727 1.30127 0.50935  -0.21
C11 -1.59570 2.47477 -1.20483  -0.15
N3 -1.39546 1.34057 -1.94269  0.01
C12 -1.70794 1.33738 -3.22196  -0.07
C13 -2.21266 2.47271 -3.86646  0.01
C14 -2.46754 3.59998 -3.13092  0.05
C15 -2.20999 3.61150 -1.74197  -0.08
H1 -6.10082 1.82641 -0.21305  0.11
H2 -4.76649 3.86887 0.12590  0.12
H3 -5.73873 5.17131 -3.82872  0.12
H4 -7.06580 3.09389 -4.18598  0.11
H5 -2.26159 5.47825 1.08821  0.13
H6 -1.00440 3.51659 1.96069  0.13
H7 -1.54475 0.41270 -3.76258  0.12
H8 -2.40796 2.43948 -4.92814  0.13
H9 -2.84934 4.48982 -3.61274  0.13
C16 -3.68692 -3.26669 3.66888  -0.05
C17 -2.25294 -3.48621 3.26039  -0.23
O2 -1.98751 -2.79561 1.99833  -0.26
P1 -0.97635 -1.61603 1.75275  0.76
O3 0.50540 -2.23323 1.68420  -0.32
C18 0.92537 -3.51226 2.22151  -0.24
C19 2.15497 -3.96305 1.47364  -0.06
O4 -0.82255 -0.81883 3.13820  -0.27
C20 -1.86382 -0.05226 3.80265  -0.23
C21 -3.06379 0.29231 2.94964  -0.08
H10 -3.89969 -3.86151 4.55731  0.10
H11 -4.36428 -3.58117 2.87671  0.09
H12 -3.88511 -2.22207 3.90543  0.06
H13 -2.05670 -4.53923 3.06464  0.12
H14 -1.55056 -3.13253 4.01632  0.12
H15 0.11291 -4.22876 2.10082  0.11
H16 1.12651 -3.38808 3.28766  0.13
H17 1.94330 -4.07212 0.41010  0.07
H18 2.48210 -4.92877 1.85851  0.09
H19 2.97421 -3.25307 1.59685  0.07
H20 -1.37091 0.85258 4.15677  0.12
H21 -2.15910 -0.63610 4.67533  0.12
H22 -3.54080 -0.59404 2.52866  0.06
H23 -2.80290 0.96250 2.13327  0.06
H24 -3.80103 0.79524 3.57627  0.10
F1 -2.90683 -0.11281 -0.24567  -0.33
N4 4.92124 0.86834 3.15093  0.20
C22 3.49701 1.06944 3.62034  -0.12
C23 2.59454 1.40504 2.43443  -0.25
N5 2.38969 0.35617 1.46836  0.05
H25 5.53575 0.55569 3.90616  0.18
H26 5.30850 1.73661 2.77201  0.18
H27 4.95382 0.16209 2.40912  0.16
H28 3.51957 1.86559 4.36291  0.14
H29 3.19804 0.13682 4.09668  0.13
H30 2.98169 2.29523 1.92629  0.13
H31 1.62678 1.68890 2.85013  0.12
H32 1.84635 -0.42258 1.82410  0.05
H33 3.20833 0.00991 0.98812  0.04
C24 4.59591 2.00300 -5.12193  -0.10
C25 3.23573 1.52346 -4.63243  -0.28
C26 3.02486 1.81668 -3.15012  -0.29
C27 1.66917 1.34954 -2.60241  -0.31
Ge1 1.58734 -0.60970 -2.41373  0.96
C28 3.20178 -1.05404 -1.36705  -0.33
C29 4.32175 -1.64553 -2.22508  -0.30
C30 5.64956 -1.75244 -1.48102  -0.29
C31 6.79898 -2.19510 -2.37808  -0.10
H34 4.74216 1.77479 -6.17685  0.08
H35 5.40291 1.52283 -4.56390  0.07
H36 4.70193 3.08171 -4.99738  0.08
H37 3.13902 0.45092 -4.82105  0.08
H38 2.44227 2.01129 -5.20656  0.11
H39 3.11063 2.89686 -2.99691  0.12
H40 3.84467 1.36436 -2.58074  0.09
H41 0.87599 1.72206 -3.25168  0.05
H42 1.49696 1.77792 -1.60847  0.06
H43 1.84366 -1.23773 -3.78989  0.02
H44 2.95541 -1.73841 -0.54812  0.05
H45 3.55667 -0.11479 -0.93175  0.04
H46 4.46605 -1.03713 -3.12392  0.10
H47 4.02529 -2.63767 -2.57789  0.12
H48 5.53938 -2.45821 -0.64958  0.10
H49 5.88531 -0.77444 -1.04091  0.10
H50 6.59331 -3.16954 -2.82245  0.08
H51 7.73426 -2.27368 -1.82460  0.07
H52 6.95095 -1.48434 -3.19167  0.08
C32 -0.58820 -3.86953 -1.63860  -0.05
C33 -0.86654 -2.51086 -2.29257  -0.65
C34 -0.52649 -2.61925 -3.78002  -0.09
C35 -2.37678 -2.25109 -2.17598  -0.07
C36 -0.01838 -1.42943 -1.52104  -0.37
H53 -1.16594 -4.65766 -2.12480  0.10
H54 -0.86322 -3.86072 -0.57964  0.07
H55 0.46899 -4.13102 -1.72346  0.09
H56 -1.21475 -3.31688 -4.25849  0.09
H57 0.48576 -2.98850 -3.93920  0.07
H58 -0.61092 -1.66136 -4.29924  0.07
H59 -2.92113 -2.99030 -2.76533  0.10
H60 -2.67750 -1.26841 -2.55029  0.07
H61 -2.72955 -2.34794 -1.14557  0.07
H62 0.49887 -1.95680 -0.70589  0.01

Forces on atoms 1 to 2 (eV/Å):
-0.54 -0.91 -0.27
-0.02 -0.03 -0.01

Results
LUMO, eV: -5.580
Frontier orbital gap, eV: 6.7
HOMO, eV: -12.296
Total charge: +2
ΔE to the lowest compared entry with this formula, charge and spin, kJ/mol: 0.0



Record 2
Formula: C6H13NO
Source: the Open Molecules 2025 dataset
Level of theory: wB97M-V/def2-TZVPD

Last column: natural (NBO) charge in e.
Geometry (Å):
C1 -2.52855 1.04169 -0.72731  -0.61
C2 -1.14131 0.77765 -1.30643  -0.39
C3 -0.01649 1.07875 -0.29280  -0.40
C4 0.45613 -0.15461 0.49778  -0.16
C5 0.66765 0.23736 1.94754  0.45
O1 0.19987 -0.33859 2.89465  -0.52
N1 1.70277 -0.66589 -0.02098  -0.61
C6 1.94455 -2.07309 0.27739  -0.42
H1 -2.61601 0.59575 0.26189  0.21
H2 -3.31320 0.64860 -1.36909  0.21
H3 -2.67959 2.10985 -0.58756  0.20
H4 -0.93671 1.36190 -2.20738  0.20
H5 -1.08121 -0.28526 -1.56315  0.19
H6 -0.34186 1.83572 0.41796  0.21
H7 0.84754 1.49092 -0.81338  0.21
H8 -0.35879 -0.89177 0.46404  0.17
H9 1.32563 1.11182 2.07706  0.10
H10 1.75987 -0.52464 -1.02082  0.36
H11 1.06706 -2.70924 0.13512  0.17
H12 2.30147 -2.20406 1.29593  0.20
H13 2.74117 -2.44283 -0.36047  0.20

Forces on atoms 1 to 2 (eV/Å):
0.32 0.20 -0.07
0.35 -0.19 0.42

Results
LUMO, eV: 1.028
Frontier orbital gap, eV: 10.2
HOMO, eV: -9.162
SMILES string: CCC[C@H](C=O)NC
ΔE to the lowest compared entry with this formula, charge and spin, kJ/mol: 138.3



Record 3
Formula: C3H9N2O
Source: the Open Molecules 2025 dataset
Level of theory: wB97M-V/def2-TZVPD

Last column: Löwdin spin population.
Geometry (Å):
C1 -1.86894 0.93339 -2.51231  0.57
C2 -1.13411 0.52336 -1.45616  0.09
N1 -1.29149 -0.60469 -0.68237  0.01
H1 -2.66723 0.28331 -2.85222  0.12
H2 -1.61749 1.87170 -2.98913  0.14
H3 -0.29712 1.13779 -1.12885  0.01
H4 -1.75047 -1.34168 -1.17742  0.02
H5 -0.45140 -0.81635 0.06122  0.00
N2 2.34349 0.44202 1.56962  0.00
C3 0.99017 -0.11954 1.84543  0.02
O1 0.60866 -1.07872 0.97852  0.01
H6 3.01462 -0.28955 1.78761  0.00
H7 2.37576 0.49870 0.54789  0.00
H8 1.06458 -0.45287 2.91015  0.00
H9 0.26781 0.71931 1.83706  0.00

Forces on atoms 1 to 2 (eV/Å):
0.45 -0.35 0.46
-0.26 0.05 -0.19

Results
LUMO (spin up / spin down), eV: 6.826 / 6.696
Frontier orbital gap (spin up / spin down), eV: 2.3 / 6.6
HOMO (spin up / spin down), eV: 4.539 / 0.125
Total charge: -2
2S+1: 2
ΔE to the lowest compared entry with this formula, charge and spin, kJ/mol: 0.0



Record 4
Formula: C38H38N8O2S2Tl
Source: the Open Molecules 2025 dataset
Level of theory: wB97M-V/def2-TZVPD

Last column: Löwdin charge in e.
Geometry (Å):
Tl1 -0.33385 -0.20104 -1.10279  1.00
C1 0.10721 1.58588 -3.89426  -0.12
N1 1.25691 1.69468 -2.99324  -0.24
C2 2.51680 1.12097 -3.49847  -0.17
C3 2.82135 -0.29875 -3.06205  -0.18
C4 2.12250 -1.42486 -3.78283  -0.21
N2 0.89123 -1.89160 -3.11967  0.03
C5 0.99361 -3.11763 -2.78900  -0.11
C6 0.03506 -4.02021 -2.11155  -0.11
C7 0.39931 -5.30293 -2.08068  -0.04
C8 -0.42772 -6.32770 -1.58201  -0.01
C9 -1.74838 -6.05941 -1.16810  -0.05
C10 -2.15798 -4.75362 -1.19700  0.04
C11 -1.30130 -3.60469 -1.60744  -0.39
O1 -1.68955 -2.48446 -1.62417  -0.03
C12 1.32021 3.04175 -2.48864  -0.23
C13 2.00370 3.19213 -1.16281  -0.16
C14 1.26855 2.57401 -0.00666  -0.18
N3 2.03211 1.37571 0.44893  -0.01
C15 1.50773 -0.27669 2.31456  -0.06
C16 0.86328 -1.58316 2.58540  -0.10
C17 0.65307 -2.16732 3.79389  -0.02
C18 0.11932 -3.45323 4.07189  0.00
C19 -0.16279 -4.27649 2.95199  -0.03
C20 -0.00282 -3.74052 1.68429  0.05
C21 0.56804 -2.45912 1.45060  -0.39
O2 0.98162 -2.17748 0.33413  -0.02
H1 0.21805 2.21675 -4.78069  0.09
H2 -0.84424 1.92372 -3.47145  0.08
H3 -0.01406 0.54069 -4.19124  0.07
H4 3.32648 1.67496 -3.06422  0.11
H5 2.58549 1.14936 -4.60406  0.14
H6 2.77846 -0.39498 -1.99100  0.10
H7 3.88059 -0.44311 -3.27135  0.12
H8 2.82610 -2.27454 -3.85823  0.11
H9 1.80186 -1.06715 -4.73728  0.11
H10 1.93961 -3.62841 -3.03187  0.12
H11 1.33027 -5.57444 -2.54021  0.12
H12 0.04433 -7.29135 -1.58454  0.11
H13 -2.41420 -6.88339 -1.04981  0.11
H14 -3.16358 -4.53503 -0.88635  0.12
H15 0.29707 3.37784 -2.29621  0.12
H16 1.75514 3.73194 -3.24312  0.14
H17 2.21264 4.27340 -1.04600  0.14
H18 2.94244 2.77101 -1.25003  0.06
H19 0.28419 2.28445 -0.36865  0.04
H20 1.06987 3.25512 0.78696  0.11
H21 2.59546 -0.16668 2.45413  0.17
H22 0.97076 -1.59614 4.64409  0.12
H23 -0.13156 -3.72517 5.09717  0.12
H24 -0.62400 -5.19945 3.16058  0.10
H25 -0.18342 -4.33414 0.80320  0.10
N4 1.54948 2.11188 3.15537  0.14
C22 2.84841 2.24125 2.61451  -0.18
C23 3.96299 2.81984 3.33897  0.02
C24 5.22302 2.85317 2.72736  -0.08
C25 5.38921 2.45279 1.41247  -0.07
C26 4.33489 1.88557 0.72001  -0.02
C27 3.10311 1.80896 1.31178  -0.22
N5 1.01754 0.62702 1.21983  -0.03
C28 0.76615 1.03482 2.57968  -0.33
C29 -0.66295 0.88966 2.97755  -0.31
C30 -1.33166 1.58881 3.93249  -0.36
S1 -2.93660 1.01884 4.03255  1.03
C31 -2.59966 -0.12250 2.74413  -0.41
N6 -1.40984 -0.08456 2.32005  0.06
H26 1.44896 2.14807 4.16283  0.14
H27 3.73922 3.05808 4.36646  0.10
H28 6.10649 3.00679 3.31942  0.11
H29 6.39570 2.46514 1.02151  0.11
H30 4.44281 1.46454 -0.26709  0.12
H31 -0.97729 2.32966 4.59658  0.07
H32 -3.41204 -0.70515 2.33723  0.09
N7 -1.91901 3.29903 1.30279  0.11
C32 -3.07644 2.77835 0.81353  -0.75
N8 -3.11552 1.84817 -0.05104  0.11
C33 -4.45465 1.57594 -0.34516  -0.34
C34 -4.87949 0.56911 -1.14499  -0.02
C35 -6.26180 0.44070 -1.36265  -0.09
C36 -7.20412 1.23776 -0.78268  -0.09
C37 -6.76495 2.24766 0.08197  -0.08
C38 -5.41099 2.33912 0.32348  -0.47
S2 -4.57105 3.49233 1.32697  1.08
H33 -1.12826 2.70055 1.15426  0.05
H34 -1.93387 3.87394 2.14893  0.11
H35 -4.13015 0.00370 -1.63950  0.10
H36 -6.60260 -0.27157 -2.13197  0.11
H37 -8.22958 0.99887 -0.94448  0.10
H38 -7.43641 2.92416 0.58273  0.11

Forces on atoms 1 to 2 (eV/Å):
-0.14 0.05 -0.10
0.32 -0.47 -0.45

Results
LUMO (spin up / spin down), eV: -4.407 / -4.570
Frontier orbital gap (spin up / spin down), eV: 5.8 / 5.6
HOMO (spin up / spin down), eV: -10.242 / -10.214
Total charge: +1
ΔE to the lowest compared entry with this formula, charge and spin, kJ/mol: 313.2



Record 5
Formula: C5H8O
Source: the Open Molecules 2025 dataset
Level of theory: wB97M-V/def2-TZVPD

Last column: natural (NBO) charge in e.
Geometry (Å):
C1 0.19158 0.20203 -1.84928  -0.62
C2 -0.06603 -0.60109 -0.57368  0.07
C3 -1.13299 0.01185 0.29016  -0.21
C4 -0.61942 0.35392 1.46108  -0.21
C5 0.82990 -0.03527 1.50933  -0.09
O1 1.09934 -0.62157 0.24648  -0.52
H1 0.90819 -0.30729 -2.49894  0.22
H2 -0.74248 0.34260 -2.40414  0.21
H3 0.59283 1.18960 -1.59362  0.21
H4 -0.31641 -1.64227 -0.83571  0.18
H5 -2.15812 0.14984 -0.03937  0.22
H6 -1.13353 0.84161 2.28076  0.22
H7 1.03666 -0.75902 2.31099  0.18
H8 1.48890 0.82870 1.67294  0.18

Forces on atoms 1 to 2 (eV/Å):
0.00 0.00 0.01
-0.18 -0.01 -0.36

Results
LUMO, eV: 1.121
Frontier orbital gap, eV: 10.2
HOMO, eV: -9.072
SMILES string: C[C@@H]1C=CCO1
ΔE to the lowest compared entry with this formula, charge and spin, kJ/mol: 97.0